The following is a quantum chemistry calculation of C5H8NP in the gas phase, from OMol25.

Structure (XYZ):
```
15
C5H8NP, DFT wB97M-V/def2-TZVPD
N 4.271 -1.063 -0.981
C 3.344 -0.624 -0.508
P 1.453 -0.310 0.638
C -0.110 0.477 1.318
C -1.228 0.702 0.432
C -1.164 0.637 -1.138
C -1.798 -0.405 -0.359
H 2.055 -0.602 1.863
H 0.919 -1.577 -0.019
H 0.250 1.420 1.929
H -2.065 1.356 0.725
H -0.211 0.347 -1.699
H -1.668 1.537 -1.532
H -2.870 -0.512 -0.280
H -1.177 -1.383 -0.390
```

Output
SMILES = N#C[PH2]=CC1CC1
LUMO energy = -0.04161 hartree
HOMO energy = -0.3168 hartree
spin multiplicity = 1
energy above the lowest of the compared OMol25 structures with the same formula, charge and spin = 484.5 kJ/mol
total charge = 0